162
Properties=species:S:1:pos:R:3 method="wB97M-V/def2-TZVPD" total_energy_ev=-128050.602 charge=0 gap_ha=0.332 molar_mass_g_mol=1031.47 smiles="CCOS(C)(=O)=O.CCOS(C)(=O)=O.CCOS(C)(=O)=O.CCOS(C)(=O)=O.COC[C@H](C)N.COC[C@H](C)N.COC[C@H](C)N.COC[C@H](C)N.COC[C@H](C)N.COC[C@H](C)N" e_lumo_ev=0.116
C 17.7683 11.6910 15.1271
C 16.9801 12.9276 14.9993
O 17.8308 14.0372 15.3545
S 17.2808 15.3080 15.9288
C 16.4875 16.0645 14.5789
O 16.2928 15.0280 16.9274
O 18.4175 16.1133 16.3206
H 18.6748 11.9454 14.5878
H 17.2944 10.8939 14.5457
H 17.9066 11.3472 16.1133
H 16.7707 13.0235 13.8835
H 16.0935 13.0011 15.6455
H 17.2918 16.5302 14.0356
H 15.7247 16.7393 14.9562
H 15.9717 15.2538 14.0363
C 9.7889 14.0814 16.4564
C 10.6820 15.1480 15.9548
O 11.9726 14.6117 15.6887
S 12.4920 14.1488 14.2987
C 12.9347 12.4949 14.4913
O 11.4029 14.3116 13.3745
O 13.6060 14.9725 13.9617
H 9.5697 13.2809 15.7708
H 8.8149 14.4439 16.6869
H 10.1427 13.5762 17.3165
H 10.2940 15.7081 15.0823
H 10.9229 15.8965 16.7314
H 13.4080 12.2366 13.5926
H 12.0384 11.9256 14.7806
H 13.6392 12.4520 15.3189
C 8.0621 7.4408 12.1653
C 9.0655 8.4498 11.6469
O 8.9229 9.7349 12.4778
S 10.0856 10.8402 12.5516
C 9.2319 12.3045 12.1697
O 10.4173 10.8422 13.9158
O 11.0335 10.5208 11.5807
H 8.2273 6.4852 11.6407
H 6.9834 7.6525 12.1319
H 8.3138 7.2776 13.2171
H 10.0620 8.1223 11.9341
H 8.9202 8.6970 10.5887
H 9.0252 12.2464 11.0896
H 9.9145 13.1481 12.5090
H 8.2475 12.2125 12.7293
C 10.9207 9.3490 17.0315
C 12.1768 8.9439 16.3386
O 13.2389 9.0059 17.3556
S 14.7264 9.1776 16.8972
C 15.3889 8.9826 18.5017
O 15.0911 8.1498 15.9789
O 14.8904 10.5441 16.4684
H 10.0696 9.0524 16.4281
H 10.8445 10.4391 16.9827
H 10.8696 8.9207 18.0134
H 12.0693 7.9474 15.8876
H 12.4225 9.7770 15.6792
H 15.2227 7.9504 18.8418
H 14.8227 9.6855 19.1544
H 16.4658 9.1077 18.4110
C 9.9259 20.6314 13.4690
O 8.5780 20.1902 13.5368
C 8.5430 18.9240 14.1628
C 8.5403 17.8723 13.0593
C 7.1553 17.8500 12.3496
N 8.8860 16.5573 13.5840
H 10.3955 20.8079 14.4525
H 9.9395 21.5450 12.9314
H 10.6010 20.0230 12.8496
H 9.3518 18.8592 14.9319
H 7.5885 18.8557 14.6778
H 9.3085 18.0729 12.3775
H 7.2015 17.1749 11.5170
H 6.9422 18.8465 12.0201
H 6.3450 17.5976 13.0563
H 9.4754 16.0125 12.9599
H 8.0681 15.9639 13.7242
C 5.9080 11.3510 22.8250
O 6.9809 10.6566 22.2854
C 7.9497 11.4434 21.4827
C 8.3085 10.6843 20.1696
C 9.2231 9.4672 20.4635
N 8.7548 11.6257 19.1559
H 5.3914 11.8510 22.0548
H 6.1611 12.0674 23.6464
H 5.2545 10.6096 23.2560
H 7.6061 12.4522 21.3608
H 8.7780 11.4726 22.1949
H 7.3551 10.2633 19.8991
H 9.3398 8.9060 19.5295
H 8.7647 8.8501 21.2580
H 10.1785 9.7550 20.8327
H 9.7974 11.7389 19.2240
H 8.5848 11.3929 18.1507
C 12.4154 18.0975 15.6093
O 12.6358 19.3200 15.0550
C 13.9112 19.8043 15.3571
C 13.9155 21.4034 15.4563
C 13.2916 22.0716 14.1978
N 15.2269 21.9080 15.6386
H 11.3645 17.8627 15.4339
H 12.5300 18.1530 16.7510
H 13.0996 17.2848 15.1877
H 14.1678 19.4860 16.4364
H 14.7070 19.5614 14.6605
H 13.2467 21.6222 16.2582
H 13.6938 23.1233 14.1690
H 12.1752 22.1261 14.1701
H 13.5996 21.5557 13.2950
H 15.7305 21.5600 16.4330
H 15.7900 21.7703 14.7886
C 13.5184 20.3502 8.9067
O 13.3447 18.9389 8.9084
C 12.5712 18.4011 9.9798
C 13.3588 18.3449 11.3372
C 14.7288 17.6560 11.2949
N 12.4532 17.5240 12.1925
H 12.5013 20.8163 8.9809
H 14.0212 20.7092 8.0666
H 14.0164 20.6530 9.8402
H 11.6077 18.9614 10.0551
H 12.4065 17.3421 9.6833
H 13.4855 19.3881 11.8403
H 15.3095 17.9571 12.2236
H 15.3180 17.9963 10.4331
H 14.6595 16.5611 11.2090
H 12.9610 16.9177 12.8595
H 11.9603 18.2618 12.7595
C 13.4914 13.2818 10.7765
O 13.9743 12.1777 11.5246
C 14.0840 11.0190 10.7682
C 14.3293 9.9187 11.7805
C 15.6501 10.0813 12.5101
N 14.0863 8.5685 11.2142
H 13.3006 14.0429 11.5123
H 12.5783 13.0057 10.3173
H 14.2477 13.6123 10.0563
H 13.1847 10.8694 10.1886
H 14.9384 11.0775 10.0727
H 13.4625 10.1539 12.4630
H 16.3514 9.4447 12.0347
H 15.5409 9.7411 13.5384
H 15.9941 11.0907 12.5395
H 13.1070 8.3483 11.1921
H 14.4943 8.2618 10.3265
C 10.2645 14.6479 20.9596
O 11.3844 13.8119 21.0090
C 12.0410 13.8639 19.7752
C 13.2648 13.0116 19.9008
C 14.0502 13.0161 18.5978
N 12.8995 11.6901 20.1992
H 9.4982 14.2943 21.7190
H 9.6788 14.5991 20.0208
H 10.4063 15.6608 21.3125
H 11.4961 13.4817 18.9211
H 12.2683 14.9115 19.5609
H 13.8502 13.4203 20.7241
H 13.4075 12.7798 17.7554
H 14.8908 12.2236 18.5183
H 14.4958 13.9364 18.2770
H 12.2288 11.4622 19.4995
H 12.4726 11.5925 21.1128

150
Properties=species:S:1:pos:R:3 method="wB97M-V/def2-TZVPD" total_energy_ev=-71674.280 charge=0 gap_ha=0.370 molar_mass_g_mol=787.16 e_lumo_ev=-0.082
C -26.2041 -0.5580 13.7199
C -27.3991 -1.4186 13.6623
C -27.0930 -2.9576 13.7318
O -28.2241 -1.0325 14.6530
H -25.6619 -0.8898 12.8345
H -25.5056 -0.8718 14.4956
H -26.3421 0.5220 13.6680
H -27.9554 -1.2765 12.7358
H -26.4641 -3.2360 14.5774
H -26.5592 -3.3311 12.8579
H -28.0744 -3.4090 13.8772
H -28.9996 -1.5977 14.6240
C -24.6990 -1.4658 26.5210
C -25.9210 -2.3072 26.3545
C -26.1739 -3.0324 27.6868
O -27.0188 -1.5154 26.2128
H -24.4864 -0.9456 25.5871
H -23.8758 -2.0351 26.9527
H -24.8945 -0.6909 27.2622
H -25.8661 -3.0130 25.5257
H -26.6300 -2.3738 28.4259
H -25.4101 -3.5955 28.2231
H -26.8533 -3.8582 27.4753
H -26.9081 -0.9644 25.4345
C -26.8689 -9.1691 11.9702
C -27.5102 -10.4388 11.2922
C -28.2724 -11.1734 12.4527
O -28.6098 -9.9957 10.5268
H -26.0904 -9.4212 12.6903
H -27.6294 -8.6648 12.5664
H -26.4971 -8.4680 11.2230
H -26.8090 -11.0618 10.7369
H -27.5287 -11.3128 13.2373
H -28.6277 -12.1670 12.1796
H -29.2120 -10.7540 12.8123
H -29.1188 -10.7687 10.2719
C -25.9907 -4.8089 19.3584
C -26.1319 -6.3371 19.2761
C -25.6654 -6.8679 17.9176
O -25.4697 -6.8938 20.3458
H -24.9863 -4.4185 19.5227
H -26.6270 -4.5193 20.1947
H -26.3813 -4.3916 18.4303
H -27.1537 -6.6939 19.4051
H -25.3405 -7.8835 18.1437
H -24.7234 -6.4032 17.6263
H -26.3520 -7.1503 17.1196
H -25.6292 -7.8359 20.2533
C -32.1084 -3.0934 23.0425
C -32.5396 -2.2818 24.1935
C -34.0219 -2.4181 24.5355
O -31.8063 -2.6284 25.4094
H -32.6315 -4.0490 23.0072
H -31.0604 -3.3833 23.1181
H -32.3880 -2.5758 22.1249
H -32.2593 -1.2406 24.0338
H -34.0938 -1.8942 25.4886
H -34.3706 -3.4210 24.7817
H -34.6779 -2.0111 23.7660
H -30.9152 -2.3349 25.2060
C -28.7222 -11.3135 26.7349
C -29.5109 -10.0844 26.5274
C -29.5430 -9.7826 24.9969
O -30.8288 -10.2534 27.0446
H -27.9382 -11.3859 25.9811
H -29.3618 -12.1952 26.6925
H -28.2201 -11.3362 27.7021
H -28.9372 -9.2985 27.0186
H -28.6512 -10.0869 24.4489
H -29.8694 -8.7734 24.7458
H -30.3612 -10.3406 24.5416
H -31.2552 -9.4007 26.9318
C -19.6485 -12.6244 17.3522
C -20.3721 -11.4100 17.9003
C -20.1432 -11.2894 19.4252
O -19.8497 -10.2564 17.2649
H -19.8154 -12.7539 16.2829
H -20.0707 -13.4886 17.8650
H -18.5668 -12.6191 17.4859
H -21.4443 -11.5147 17.7342
H -20.9141 -10.7067 19.9294
H -19.1143 -10.9596 19.5693
H -20.1256 -12.2726 19.8953
H -20.2887 -9.5204 17.6974
C -28.6030 -12.1764 19.5931
C -27.3118 -12.7722 20.0572
C -26.7605 -13.8433 19.1289
O -26.4019 -11.7004 20.2272
H -29.3305 -12.9617 19.3877
H -28.3991 -11.5596 18.7178
H -28.9987 -11.3812 20.2249
H -27.4857 -13.2696 21.0113
H -26.6385 -13.4239 18.1302
H -27.4485 -14.6872 19.0774
H -25.7350 -14.0938 19.4003
H -25.7949 -11.9493 20.9281
C -19.8477 -1.9350 13.0735
C -19.4858 -3.2522 13.6381
C -20.7732 -4.0723 13.8061
O -18.6298 -3.9598 12.8295
H -20.8206 -1.5408 13.3671
H -19.8944 -1.9556 11.9847
H -19.0464 -1.2563 13.3655
H -19.1955 -3.0479 14.6687
H -20.4660 -4.9922 14.3036
H -21.2096 -4.3637 12.8507
H -21.5773 -3.7035 14.4429
H -18.6442 -4.8366 13.2201
C -20.8330 0.9355 17.9652
C -21.6543 0.2871 19.0151
C -20.8393 0.0804 20.3086
O -22.7144 1.1885 19.3390
H -21.4440 1.1813 17.0966
H -20.0253 0.2717 17.6569
H -20.4812 1.9346 18.2225
H -21.9685 -0.6777 18.6170
H -19.9140 -0.4001 19.9909
H -21.3617 -0.6447 20.9326
H -20.6940 0.9914 20.8891
H -23.4106 0.9812 18.7113
C -31.7304 -5.5277 17.6018
C -32.5911 -4.7220 16.5615
O -31.9206 -4.2486 15.3735
O -31.3443 -6.6886 16.9384
H -32.2295 -5.7824 18.5367
H -30.8718 -4.9101 17.8654
H -32.8862 -3.8132 17.0859
H -33.4580 -5.3263 16.2943
H -32.0390 -4.8757 14.6564
H -30.8608 -6.3829 16.1675
C -28.4840 1.6605 21.2854
C -28.7328 0.9998 19.9025
O -27.5573 0.8989 19.0958
O -27.3625 0.9176 21.7729
H -29.3060 1.3633 21.9366
H -28.3575 2.7426 21.2518
H -29.5485 1.5325 19.4138
H -29.1126 -0.0017 20.1044
H -27.8600 0.5696 18.2464
H -26.6707 0.9183 21.1072
C -19.6627 -5.8242 20.3148
C -18.4413 -5.1630 19.5656
O -17.5915 -4.4959 20.4186
O -20.6157 -6.2304 19.3624
H -20.1858 -5.0359 20.8562
H -19.4193 -6.6260 21.0120
H -18.6866 -4.4024 18.8244
H -17.9232 -5.9292 18.9889
H -16.9464 -3.9757 19.9340
H -21.4366 -6.4529 19.8077